C38H57BBr69ClN2O2P | ωB97M-V with the def2-TZVPD basis set

Its electronic energy is -4902812.91131 eV. The calculation puts the orbital gap at 8.5 eV. The total charge is +1. For the HOMO energy, the calculation gives -0.40211 Ha.

The geometry in XYZ format:
```
171
C38H57BBr69ClN2O2P ωB97M-V with the def2-TZVPD basis set
C 1.487 0.768 -1.532
C 0.363 1.588 -2.296
P -1.079 2.032 -1.185
C -0.352 1.986 0.550
N -2.338 0.721 -1.148
C -2.282 -0.367 -2.175
Cl -0.916 -1.511 -2.065
C -3.696 -1.134 -2.040
C -3.657 -2.668 -1.800
C -3.253 -3.088 -0.337
C -4.466 -3.301 0.634
C -2.295 -4.321 -0.407
C -4.483 -0.329 -0.888
C -6.018 -0.312 -1.197
C -6.957 -0.732 -0.016
C -6.777 0.071 1.314
N -5.901 -0.612 2.306
C -3.780 1.074 -1.103
B -4.268 2.354 -0.277
O -5.585 2.787 -0.509
O -3.506 3.050 0.673
C -3.452 4.445 0.215
H 2.075 0.153 -2.248
H 2.167 1.438 -0.965
H 1.015 0.039 -0.837
H 0.084 1.112 -3.256
H 0.848 2.552 -2.557
H -1.052 2.439 1.273
H -0.136 0.935 0.866
H 0.625 2.514 0.505
H -2.076 0.184 -0.302
H -2.400 0.175 -3.131
H -4.173 -0.894 -3.020
H -4.693 -3.056 -1.964
H -3.034 -3.199 -2.553
H -2.646 -2.237 0.072
H -5.388 -3.289 0.021
H -4.416 -4.289 1.139
H -4.458 -2.529 1.428
H -2.848 -5.263 -0.623
H -1.520 -4.212 -1.193
H -1.763 -4.437 0.562
H -4.186 -0.644 0.138
H -6.391 0.647 -1.608
H -6.176 -1.070 -2.003
H -6.921 -1.810 0.230
H -8.000 -0.528 -0.360
H -6.463 1.126 1.171
H -7.785 0.116 1.791
H -6.185 -0.262 3.223
H -4.944 -0.278 2.206
H -4.082 1.330 -2.148
H -5.970 3.068 0.335
H -3.522 4.409 -0.892
H -4.364 4.960 0.574
H -2.511 4.934 0.514
C 4.506 4.678 -2.928
Br 3.236 5.615 -1.815
Br 6.143 5.679 -3.122
Br 4.852 2.879 -2.305
H 4.063 4.595 -3.913
C -1.777 0.258 4.208
Br -2.267 -0.565 2.522
Br -0.506 1.694 3.969
Br -3.329 0.831 5.205
H -1.284 -0.507 4.796
C -8.633 4.998 0.084
Br -7.911 5.631 -1.593
Br -8.956 3.090 0.053
Br -7.530 5.505 1.595
H -9.595 5.480 0.214
C -0.033 -4.052 -5.388
Br -0.500 -2.184 -5.535
Br -1.194 -4.983 -4.155
Br 0.046 -4.909 -7.110
H 0.969 -4.098 -4.978
C -0.772 5.535 3.159
Br -2.600 6.140 2.943
Br 0.239 5.678 1.512
Br 0.107 6.440 4.622
H -0.814 4.483 3.415
C -5.769 6.675 5.329
Br -7.267 5.485 5.618
Br -5.788 7.430 3.548
Br -5.667 8.042 6.688
H -4.868 6.078 5.410
C 1.644 -8.598 -6.397
Br 2.686 -7.871 -7.855
Br 1.855 -7.562 -4.776
Br -0.219 -8.813 -6.873
H 2.032 -9.588 -6.192
C 5.440 -8.092 -2.038
Br 4.971 -6.213 -2.112
Br 4.221 -9.092 -0.920
Br 5.595 -8.900 -3.789
H 6.418 -8.146 -1.573
C 6.080 4.988 1.693
Br 5.542 6.842 1.595
Br 4.612 3.803 1.266
Br 7.629 4.626 0.597
H 6.361 4.790 2.720
C 6.215 0.322 0.329
Br 7.349 0.926 -1.116
Br 5.752 -1.546 0.094
Br 7.016 0.643 2.057
H 5.299 0.902 0.290
C 2.724 -3.432 2.432
Br 1.373 -4.265 3.534
Br 3.494 -4.699 1.189
Br 2.079 -1.843 1.535
H 3.518 -3.105 3.093
C -1.081 -7.787 3.059
Br -0.965 -7.210 1.219
Br 0.530 -8.691 3.626
Br -1.538 -6.330 4.246
H -1.889 -8.508 3.116
C 4.526 -1.215 -3.632
Br 2.996 -1.768 -2.580
Br 5.124 -2.623 -4.811
Br 4.180 0.430 -4.593
H 5.334 -1.015 -2.936
C 1.049 7.149 8.905
Br 1.976 7.896 7.381
Br 1.492 8.080 10.538
Br -0.861 7.077 8.614
H 1.393 6.128 9.017
C -3.059 4.207 -4.673
Br -4.231 4.969 -3.347
Br -1.733 5.471 -5.271
Br -2.273 2.558 -4.004
H -3.663 3.949 -5.535
C 7.164 9.834 -4.423
Br 5.622 9.305 -3.383
Br 7.748 8.424 -5.613
Br 6.858 11.488 -5.371
H 7.971 10.011 -3.722
C 10.016 5.337 -4.794
Br 11.226 5.865 -6.204
Br 9.410 3.514 -5.018
Br 10.779 5.629 -3.041
H 9.143 5.974 -4.868
C 9.564 -10.811 -3.995
Br 8.109 -12.083 -3.953
Br 9.783 -10.032 -5.750
Br 9.376 -9.458 -2.626
H 10.472 -11.359 -3.774
C -7.034 -6.976 0.893
Br -7.754 -5.228 0.482
Br -7.543 -8.289 -0.429
Br -5.117 -6.924 1.147
H -7.470 -7.285 1.834
C -3.706 -9.599 6.041
Br -4.352 -7.807 5.718
Br -4.007 -10.750 4.517
Br -1.853 -9.604 6.587
H -4.282 -10.003 6.865
C -8.835 6.746 9.207
Br -7.972 5.532 10.439
Br -10.715 6.958 9.603
Br -7.924 8.448 9.123
H -8.766 6.301 8.221
C 8.026 -11.820 0.992
Br 7.350 -10.053 0.595
Br 7.691 -13.044 -0.465
Br 9.894 -11.783 1.486
H 7.476 -12.186 1.850
C 10.753 11.830 -2.057
Br 9.566 10.344 -1.702
Br 12.355 11.737 -0.983
Br 11.155 11.983 -3.941
H 10.227 12.732 -1.769
```

---

C22H27N3O2 | ωB97M-V with the def2-TZVPD basis set

Its electronic energy is -31818.87019 eV. The calculation puts the orbital gap at 8.0 eV. The value obtained for the relative energy (zero: lowest compared OMol25 entry of this formula, charge and spin) is 19.8 kcal/mol. Its SMILES is CCN(CC)c1ccc(NC(=O)[C@@H]2CC(=O)N(Cc3ccccc3)C2)cc1. For the HOMO energy, the calculation gives -0.27448 Ha.

The geometry in XYZ format:
```
54
C22H27N3O2 ωB97M-V with the def2-TZVPD basis set
C 3.993 1.401 2.122
H 4.214 2.333 2.636
H 3.388 1.624 1.246
H 4.931 0.961 1.794
C 3.252 0.422 3.039
N 1.915 0.861 3.390
C 0.882 0.557 2.507
C 0.697 -0.762 2.076
C -0.336 -1.115 1.236
C -1.236 -0.152 0.793
C -1.078 1.159 1.226
C -0.040 1.510 2.065
H 0.057 2.544 2.356
H -1.769 1.922 0.891
N -2.292 -0.433 -0.088
C -2.534 -1.571 -0.789
O -1.952 -2.619 -0.632
C -3.647 -1.383 -1.836
C -3.787 -2.649 -2.680
C -2.746 -2.456 -3.775
O -2.258 -3.305 -4.482
N -2.468 -1.129 -3.842
C -3.207 -0.344 -2.881
H -2.574 0.447 -2.472
H -4.079 0.118 -3.365
C -1.273 -0.602 -4.464
C -0.244 -0.325 -3.395
C 0.042 0.970 -2.985
C 0.913 1.196 -1.932
C 1.501 0.128 -1.279
C 1.220 -1.167 -1.682
C 0.350 -1.393 -2.731
H 0.115 -2.402 -3.036
H 1.674 -2.002 -1.172
H 2.172 0.302 -0.452
H 1.126 2.208 -1.618
H -0.415 1.808 -3.495
H -0.921 -1.371 -5.155
H -1.520 0.306 -5.023
H -3.561 -3.551 -2.113
H -4.779 -2.742 -3.124
H -4.572 -1.098 -1.330
H -2.880 0.366 -0.288
H -0.454 -2.138 0.922
H 1.364 -1.536 2.424
C 1.818 2.090 4.154
C 2.631 2.030 5.445
H 2.356 2.869 6.080
H 3.699 2.090 5.252
H 2.419 1.107 5.977
H 0.766 2.212 4.423
H 2.127 2.973 3.572
H 3.174 -0.539 2.531
H 3.826 0.266 3.955
```

---

C4H5NO2 | ωB97M-V with the def2-TZVPD basis set

Its electronic energy is -9812.24161 eV. The calculation puts the orbital gap at 10.0 eV. The value obtained for the relative energy (zero: lowest compared OMol25 entry of this formula, charge and spin) is 47.8 kcal/mol. For the HOMO energy, the calculation gives -0.33562 Ha.

The geometry in XYZ format:
```
12
C4H5NO2 ωB97M-V with the def2-TZVPD basis set
C -0.179 -0.197 -0.117
C -2.071 -0.524 0.073
C -1.380 1.722 -0.104
C 0.925 -1.288 0.032
N -0.102 1.033 -0.258
O -2.665 -1.604 0.139
O -2.440 0.669 0.125
H -1.517 2.493 0.688
H -1.581 2.281 -1.125
H 0.874 -1.670 1.066
H 1.906 -0.823 -0.237
H 0.624 -2.115 -0.645
```

---

C25H34BN9S3Tl | ωB97M-V with the def2-TZVPD basis set

Its electronic energy is -77767.50714 eV. The calculation puts the orbital gap at 6.7 eV. The total charge is -1. For the HOMO energy, the calculation gives -0.16672 Ha.

The geometry in XYZ format:
```
73
C25H34BN9S3Tl ωB97M-V with the def2-TZVPD basis set
Tl -1.646 -0.282 0.487
C -0.150 5.771 1.492
C -0.694 4.439 1.978
C -2.082 4.297 1.353
C -0.821 4.592 3.520
N 0.307 3.305 1.715
C 1.556 3.347 2.362
C 2.308 2.402 1.796
N 1.608 1.774 0.794
B 2.339 0.683 -0.071
N 1.802 0.701 -1.560
C 2.215 1.607 -2.545
C 1.504 1.372 -3.669
N 0.770 0.200 -3.474
C 0.874 -0.193 -2.142
S 0.039 -1.529 -1.606
C -0.118 -0.475 -4.441
C -1.616 -0.522 -4.020
C 0.389 -1.891 -4.819
C -0.050 0.330 -5.753
N 2.271 -0.724 0.581
C 3.041 -1.736 -0.011
C 2.869 -2.829 0.686
N 1.961 -2.588 1.727
C 1.566 -1.217 1.629
S 0.412 -0.451 2.529
C 1.685 -3.617 2.745
C 2.955 -4.441 3.076
C 1.168 -2.984 4.036
C 0.606 -4.499 2.068
C 0.431 2.434 0.646
S -0.612 2.431 -0.661
H -0.711 6.537 2.007
H 0.928 5.986 1.657
H -0.353 5.862 0.414
H -2.673 5.012 1.957
H -2.174 4.556 0.260
H -2.434 3.242 1.485
H -1.572 5.393 3.769
H -1.254 3.669 3.916
H 0.139 4.739 4.011
H 1.860 4.048 3.160
H 3.335 2.064 1.997
H 3.545 1.026 -0.102
H 3.075 2.228 -2.387
H 1.480 1.900 -4.652
H -1.933 -1.416 -3.411
H -1.946 0.291 -3.299
H -2.329 -0.548 -4.872
H 0.260 -2.659 -4.011
H -0.270 -2.179 -5.632
H 1.467 -1.840 -5.138
H -0.631 1.287 -5.754
H 0.981 0.425 -6.088
H -0.559 -0.217 -6.535
H 3.639 -1.496 -0.901
H 3.351 -3.788 0.573
H 3.797 -3.676 3.212
H 2.801 -4.998 4.050
H 3.298 -5.103 2.254
H 1.912 -2.286 4.429
H 0.173 -2.536 3.936
H 1.012 -3.801 4.800
H 0.975 -5.023 1.201
H 0.227 -5.288 2.799
H -0.227 -3.918 1.641
N -4.307 -1.326 0.136
C -5.348 -1.806 -0.078
C -6.580 -2.443 -0.249
C -7.756 -1.721 -0.518
N -8.736 -1.168 -0.851
C -6.650 -3.782 0.115
N -6.702 -4.953 0.247
```

---

> Number 4 is which compound?

C25H34BN9S3Tl

---

> Look up the electronic energy of the fourth one.

-77767.50714 eV

---

> Among the records above, which one has the highest HOMO?

C25H34BN9S3Tl